Molecular formula: C44H108As2F18N6O16
Method: DFT, wB97M-V/def2-TZVPD

```
194
Properties=species:S:1:pos:R:3:forces:R:3
F 0.591488 4.063213 4.586683 -0.12 0.73 0.63
F 5.224533 -3.832762 1.343874 0.76 -0.90 -0.05
F -2.128352 -1.793782 -3.099421 -2.04 0.13 -0.20
H 5.862997 -1.012708 -2.242357 0.97 0.64 -0.01
O -9.016908 1.342757 -2.792567 0.56 0.36 -0.30
H 2.045705 0.149306 5.136489 0.55 -0.84 -0.04
H 2.752579 -0.636145 3.890745 0.40 -0.16 0.10
C 5.100149 -1.647203 -2.618555 0.04 -1.68 -0.21
F 1.634564 1.299464 2.823317 0.36 -0.44 -0.07
C -2.516685 5.028735 4.540519 -0.74 -1.46 -1.55
O -0.446290 -5.694816 1.118570 -0.30 0.00 0.53
C -8.278563 -1.614145 2.531287 -1.29 -0.63 -2.73
H 6.694647 3.219557 -2.449391 0.06 0.15 -0.02
H -1.136608 0.176130 1.684302 -0.30 0.59 -0.26
H -1.964889 -4.808062 0.052650 -0.51 0.64 -1.64
H 1.603983 -0.422224 -3.322960 -0.57 -0.08 -0.04
N 1.173392 -5.995394 -1.074551 0.52 -2.07 -1.18
C -1.655625 -4.863740 1.048524 0.62 -0.63 2.42
F 2.987293 -3.300483 2.076020 -0.86 -0.15 0.58
H 8.122587 3.582778 2.451706 0.25 -0.31 0.76
H 1.445004 -5.824584 -2.050346 -0.57 0.52 -0.06
H 0.631380 1.180163 -5.258033 -0.19 0.81 0.01
H 0.312003 7.837994 -0.041551 0.01 -0.01 0.70
H -9.960308 0.732857 -4.567789 0.41 0.49 -0.24
C -3.447314 3.989537 3.836414 0.90 0.77 0.16
H -5.659164 3.630285 2.451787 -0.89 -0.24 0.43
C -4.460323 -2.552200 -0.005036 0.74 1.37 -0.87
N -1.618101 5.749715 3.541168 0.39 -0.74 0.79
C 3.936750 1.843954 -7.733330 1.83 -0.39 1.39
As 4.253949 -2.474493 1.321261 -0.19 2.23 -0.38
O -0.789849 0.230081 -1.577158 -0.90 0.05 1.14
H 3.526884 0.482619 6.903875 0.84 -1.23 0.12
C 4.244777 2.004635 1.361081 0.62 -0.49 -0.16
H -2.956441 3.100057 3.463188 0.74 -0.15 -0.16
O -6.347078 -1.802574 1.052979 -0.59 -0.33 -1.35
C -5.697360 -1.688828 -0.234666 0.42 -0.11 2.79
F 1.300661 1.736412 5.165519 -0.26 -0.68 1.71
H 1.642162 7.683999 1.126023 0.14 -0.01 0.25
H 3.282571 1.662932 1.832272 1.25 0.18 -0.70
H -8.296796 -1.877870 0.304245 0.01 -0.09 0.01
F 3.372556 -0.876351 1.499653 0.00 -1.18 -0.51
H 0.805353 7.300856 3.662886 0.74 -0.73 0.17
C 7.659718 2.619562 2.700033 -1.39 1.56 -1.53
H 2.876741 -1.902289 6.496842 0.19 -0.28 0.27
H 6.208637 1.106608 7.094376 -0.02 0.13 -0.34
H 5.254090 2.232272 3.265137 -0.43 0.39 0.20
H 0.832731 -1.591639 3.716408 0.07 -0.19 -0.02
H -4.830040 -1.136748 -3.312713 0.00 -0.37 0.00
O -6.653136 -1.121584 -5.113441 -0.46 -0.55 -0.90
C 1.924181 0.961567 -7.075877 -0.95 -0.24 -0.36
N -6.291573 0.252412 -2.718447 0.35 0.01 -1.25
H -5.113968 4.641776 1.128269 0.06 -0.23 0.08
C -1.317234 7.136448 4.001015 -0.49 0.66 -1.24
C -6.636340 1.648035 -2.984892 -1.10 0.00 -1.20
C -0.858344 -1.863285 -2.893130 1.24 -0.52 0.60
C -1.223208 0.701203 0.706599 -0.34 -3.34 0.55
H 5.772320 0.839055 2.479193 -0.03 -1.24 -0.29
O 5.008142 0.439406 5.491163 0.07 -1.23 1.56
C -0.201933 -6.644113 -0.994699 -0.65 -0.04 -0.91
H 5.114668 2.314554 6.310651 0.09 0.24 0.26
C 2.993242 -1.162112 -5.555088 -2.02 -2.13 0.42
H 2.848529 0.594189 -4.801786 0.67 1.14 0.61
C 5.772105 1.462302 6.149529 -0.25 -0.38 -0.81
H -0.626312 0.673808 7.793033 0.77 0.73 -0.50
F 1.095384 3.590244 2.284717 0.17 0.02 0.27
H -1.543852 -7.366021 0.549017 -0.80 -0.17 -0.28
N 2.182306 -0.126643 -4.928722 -0.28 -0.48 0.15
H 3.649279 -8.251375 -2.970136 -0.84 -1.10 0.13
H -7.320762 -2.485700 -6.544091 0.51 -0.64 0.03
H -8.308385 -1.130734 -6.306196 -0.54 0.50 -0.09
C -0.269776 -0.478727 -2.609187 1.01 0.46 0.63
H 5.472414 -2.724235 -2.531327 -0.41 1.20 -0.43
H -0.640901 1.559439 0.773994 0.66 1.80 -0.10
H -10.553824 0.098783 -3.175730 -0.63 -0.22 0.84
O -3.994204 4.709439 2.766579 0.97 0.69 0.78
H 4.474989 -7.193996 -0.930693 -0.96 0.53 -0.86
C 4.083970 -7.397691 -3.422113 -0.23 0.74 0.91
C 4.244078 -0.305196 6.475379 -0.50 2.29 0.12
F -0.297242 -2.220661 -4.063138 0.37 -0.87 -0.03
H 2.671943 1.157912 -0.421148 -2.62 -0.42 0.36
H 5.328259 3.255743 -3.607473 0.05 -0.20 0.21
H 1.211548 -5.143105 -0.559223 -0.12 1.04 0.61
C 3.534797 1.313696 -0.957545 2.34 0.71 -0.47
H -0.346423 -0.172249 5.215063 0.22 -1.48 0.37
O 3.082876 1.541597 -6.626214 1.43 1.56 -0.65
H -4.736737 -0.471032 -5.697499 0.24 -0.32 -0.38
H -5.761487 -0.034485 -1.289803 0.96 -0.62 0.97
H -0.750228 5.231846 3.612821 0.64 -0.28 -0.19
H 2.090636 -7.917415 -0.807816 -0.53 -0.73 -0.85
C -7.977274 1.891564 -3.625335 -0.82 0.26 1.79
H -8.105541 2.990936 -3.715375 -0.06 -0.54 -0.36
H 4.017747 -5.505086 -0.853902 -0.47 -0.45 -0.22
H 0.471156 -0.312467 -6.195107 0.50 0.46 0.69
C -4.790866 3.973059 1.932456 -0.78 -1.19 -1.93
C 3.598047 2.747715 -1.502001 -1.34 2.45 0.48
H -0.638532 0.100740 -3.441985 0.36 0.06 -0.97
H 3.699974 0.580166 -1.731791 -0.10 -0.34 -0.08
H -0.167589 -0.589658 8.916252 0.44 -0.21 -0.43
H 3.034536 2.798898 -2.490497 0.70 -0.15 1.07
N 4.542784 1.108010 0.122380 -1.66 1.67 1.14
O 1.110658 -0.531492 -2.453592 0.34 -0.36 -0.39
O 4.864881 3.404392 -1.576628 -0.39 -0.89 -0.01
H 2.294423 -1.784585 -6.179596 0.69 0.29 0.53
C -10.166247 1.032089 -3.535622 -0.73 -0.16 -0.60
H -6.660768 2.211945 -2.120554 0.11 0.89 2.35
O 3.680018 -6.233590 -2.699078 -0.43 -0.48 0.56
C -0.415331 -0.379637 7.872600 -1.26 -1.24 -0.60
C -7.277464 -1.428983 -6.361941 0.53 1.03 -0.22
O 4.727449 -1.230104 -3.909971 -1.09 -0.70 -0.58
H 3.082997 3.478947 -0.780012 0.17 -1.38 -1.08
H 3.816239 1.136863 -8.534759 -0.46 -0.27 -0.52
O -0.326190 7.481874 1.914891 0.74 0.22 -0.07
C -5.590445 -0.203810 -5.091923 -0.99 0.06 0.52
H 3.751355 -7.241541 -4.410716 -0.05 -0.15 -1.19
C -0.106122 7.743269 3.319885 -0.38 -0.62 -1.88
H -8.083809 1.353532 -4.521215 0.25 -0.22 -1.74
H -4.479096 0.554779 -3.527660 0.91 0.16 0.13
H -0.973581 -5.935811 -1.392639 1.02 -0.56 -0.10
H -4.345950 3.040885 1.471748 0.17 0.99 0.51
F -0.677392 -2.890043 -1.962779 0.39 1.00 -0.98
H 1.426524 -2.693055 4.918910 0.65 -1.26 0.43
C 5.673240 2.899614 -2.624752 -0.06 0.26 0.03
H 4.003241 -2.961031 -4.848637 -0.08 0.05 0.05
H 3.878079 2.866009 -8.106025 -0.28 0.01 0.16
H 4.109235 -1.966476 5.165415 -0.17 -0.09 0.23
F 5.353948 -1.629313 0.248905 0.49 0.36 1.26
H 7.227799 2.548583 3.692804 0.28 0.35 0.19
C -5.234954 -0.197000 -3.659045 0.99 0.74 1.57
C 5.464137 1.839982 2.277585 0.30 1.76 -0.50
H -6.223880 -2.070079 -1.094038 -0.85 -0.46 -0.20
H 5.427052 1.374199 -0.242339 1.42 -0.04 0.01
C 3.460933 -1.337489 5.783963 -0.76 -0.64 -1.16
C 2.323607 -6.888915 -0.660086 0.91 0.58 -0.89
H 0.033437 8.797849 3.488786 -0.51 0.60 0.29
F -4.653060 -3.875197 0.038519 0.18 0.31 0.17
H 4.967403 1.623813 -7.360044 -0.60 0.63 -0.30
F -0.484693 2.099291 3.619188 0.70 0.74 -0.04
F -3.772916 -2.133931 1.080091 -0.22 -0.79 -0.15
H 4.151380 3.054056 1.020699 0.19 -0.68 0.23
H -2.283816 0.801517 0.464390 0.21 0.46 0.09
O 6.586844 2.586058 1.718607 -1.07 -0.99 0.92
As 1.197761 2.689360 3.763952 -0.80 -0.51 -1.49
H -1.438958 -3.859866 1.521027 -0.08 -1.24 -0.79
H -1.190373 -1.270865 -0.206503 0.26 0.54 0.09
H -5.873453 0.832146 -5.316512 -0.34 -0.14 -0.64
C 0.640435 8.078130 0.987329 -1.22 -0.45 0.23
H 4.803674 -0.842933 7.296323 -0.04 0.95 -0.85
C 1.189979 -1.686535 4.743933 -1.16 2.05 -0.63
H -7.089995 -0.341860 -2.901960 -0.47 0.13 0.08
F 3.520728 -2.885234 -0.285141 -0.23 -0.03 1.64
H -1.880143 5.658083 2.562415 -0.65 0.31 -0.06
H 4.472541 0.169634 0.520075 0.44 -0.23 -0.57
H -10.949660 1.823670 -3.570726 0.61 -0.40 0.28
H 1.329966 1.668500 -7.678003 -0.11 -0.20 0.15
H 2.850081 -2.188360 -3.700358 0.08 -0.18 0.19
H 3.751566 -0.799958 -6.185526 1.03 0.68 -0.89
H -0.149686 -7.577886 -1.586839 -0.09 0.65 0.04
H -2.485714 -5.350867 1.613434 0.63 0.31 -0.20
F -3.653966 -2.254070 -1.070248 0.19 -1.14 0.28
H 2.274627 0.148053 -7.756923 -1.00 0.00 0.43
H 5.132487 -7.546197 -3.309211 1.05 0.15 -0.35
H -2.208210 7.749368 3.807909 0.21 -0.27 0.27
H 6.536807 1.715416 5.412079 0.10 0.15 0.50
H 2.421799 -6.834130 0.379827 0.30 0.47 1.66
C 3.689458 -6.464240 -1.318804 0.59 0.80 1.93
H -1.139226 6.971811 5.023101 0.15 0.48 1.54
H -3.150271 5.730333 5.031128 -0.26 0.76 0.26
F 4.918309 -1.922237 2.956022 -0.39 -0.77 -2.03
N 2.404002 -0.796825 4.839513 -0.61 0.63 0.27
H 0.595438 9.154464 1.106823 0.27 0.25 0.04
H -6.775859 -0.904174 -7.204687 -0.33 -0.39 0.47
O 0.552726 -0.949879 6.940342 -0.56 0.62 0.78
H -7.767253 -0.322351 0.950546 -0.01 1.10 -0.50
H -9.355803 -1.307496 2.428938 0.98 -0.01 0.60
H -7.692936 -0.940028 3.094484 0.25 0.44 1.34
H 5.636751 1.825504 -2.560928 0.20 -0.71 -0.51
H -1.437311 -0.801738 7.684701 0.85 -0.21 0.13
O -5.239537 -0.439342 -0.442888 -1.00 1.63 -1.25
C 0.038312 -1.170927 5.628962 0.45 1.13 0.20
H -8.286046 -2.665797 2.880628 0.42 0.68 -0.25
H -5.976347 2.228230 -3.621337 0.83 -0.57 -0.25
C -7.713883 -1.374742 1.080209 0.06 -1.48 1.42
H 4.288853 -1.556910 -1.932851 -0.86 -0.10 0.43
H 0.431666 -0.550023 -0.078454 -0.03 0.24 0.07
H -0.724566 -1.958597 5.669836 -0.18 0.35 -0.24
H 8.322562 1.827902 2.512118 1.03 -1.17 -0.07
H -1.873576 4.524977 5.235992 0.36 -0.05 0.42
C 3.601900 -2.014446 -4.469666 1.47 0.72 0.36
F 2.862394 3.073648 4.110542 -0.51 0.39 -0.76
C -0.622624 -0.314476 -0.259138 -0.64 -0.26 -0.26
H 0.120908 -7.732936 0.790738 -0.03 0.74 0.57
H -4.164802 3.588247 4.556038 -0.38 0.46 0.12
C -0.566321 -6.944635 0.434971 1.04 0.82 0.14
C 1.194282 0.461158 -5.816749 -0.19 -1.67 -1.80
```
Positions in Å, forces in eV/Å.

Computed properties:
Charge: +2
Electronic energy, Eh: -9542.2604